Record 1
DFT (wB97M-V/def2-TZVPD) results for a 7-piece molecular cluster, C9H26BBrFN6O12S overall.

Atoms and positions in Å:
C1 -1.33600 -0.41495 0.70341
C2 -0.58319 -0.51657 2.03912
C3 0.93188 -0.46896 1.91243
F1 1.45494 -1.08982 3.09138
B1 1.67571 0.96490 1.76499
S1 0.91723 2.36898 2.89486
Br1 1.56293 1.55293 -0.24410
H1 -0.65192 -0.47049 -0.14294
H2 -2.06473 -1.21615 0.58845
H3 -1.86291 0.53269 0.61275
H4 -0.88884 0.29942 2.69881
H5 -0.84454 -1.45119 2.54572
H6 1.24084 -1.11381 1.07624
H7 2.84675 0.85650 2.01241
H8 0.48190 3.17304 1.91729
C4 -2.51716 -5.34973 -1.06251
N1 -2.12628 -4.13398 -0.29654
O1 -2.58791 -3.99691 0.81853
O2 -1.36908 -3.36514 -0.84238
H9 -3.18818 -5.93599 -0.44677
H10 -2.99746 -5.00198 -1.97209
H11 -1.60137 -5.88276 -1.30109
C5 3.71910 3.88538 -1.91957
N2 3.73992 5.14081 -2.71750
O3 3.20889 5.13604 -3.81202
O4 4.29207 6.10517 -2.22481
H12 3.17566 3.13572 -2.48050
H13 4.74672 3.58957 -1.73699
H14 3.22612 4.09380 -0.97509
C6 7.45456 1.02063 -0.31922
N3 7.18777 2.47405 -0.52122
O5 6.14298 2.90837 -0.08818
O6 8.03329 3.11654 -1.11243
H15 6.61006 0.59857 0.21233
H16 7.57962 0.58116 -1.30440
H17 8.38043 0.94134 0.24270
C7 -4.96512 2.53624 2.55946
N4 -4.39835 1.23609 2.10832
O7 -4.10377 0.41870 2.95506
O8 -4.25661 1.08455 0.91180
H18 -5.02186 2.52087 3.64084
H19 -4.29611 3.31147 2.19727
H20 -5.94026 2.63855 2.09256
C8 -5.20561 -2.07359 1.31657
N5 -5.50297 -2.93284 0.13963
O9 -6.34345 -3.80378 0.26342
O10 -4.87692 -2.72162 -0.88036
H21 -5.82535 -2.41747 2.13578
H22 -4.14700 -2.18029 1.53027
H23 -5.41131 -1.04392 1.04368
C9 0.39896 -1.06649 -2.70051
N6 1.52974 -1.43897 -3.58995
O11 1.38168 -1.30632 -4.79189
O12 2.53850 -1.86323 -3.06433
H24 -0.41707 -0.73370 -3.33062
H25 0.13668 -1.94940 -2.12501
H26 0.73640 -0.28205 -2.02307

Cartesian forces (eV/Å) of the 2 atoms listed first:
C 0.116 0.131 0.012
C -0.058 0.017 0.120

Summary:
HOMO energy ... -4.908 eV
Molar mass ... 552.1 g/mol
Orbital gap ... 0.249 Eh
Charge ... -1

Results of the Löwdin charge analysis, in e, for atoms 1 through 8: -0.100, -0.233, -0.423, -0.104, -1.141, 0.536, 0.520, 0.023

=====

Record 2
DFT (wB97M-V/def2-TZVPD) results for a 3-piece molecular cluster, C9H26BIO9PS2 overall.

Atoms and positions in Å:
C1 1.09218 2.63423 -3.16049
C2 1.41161 1.14748 -3.14788
O1 2.68567 0.84863 -2.57577
C3 3.74949 0.99368 -3.43765
P1 3.81946 -0.32762 -4.76812
I1 2.45780 -2.20791 -4.30478
B1 3.40063 0.53639 -6.49031
O2 4.29765 1.48741 -6.78324
O3 2.35946 0.15826 -7.25963
H1 1.33325 3.10798 -4.10920
H2 0.01917 2.75256 -3.03292
H3 1.58502 3.15931 -2.34915
H4 0.68309 0.61224 -2.54689
H5 1.32288 0.74138 -4.16181
H6 3.78831 1.96912 -3.92861
H7 4.67074 0.88349 -2.87056
H8 5.15503 -0.72670 -4.83647
H9 3.92599 2.25983 -7.22807
H10 1.47663 0.43742 -7.00341
O4 0.25159 -2.58889 -0.91781
S1 1.19538 -2.56965 0.16367
O5 1.80210 -3.78435 0.60123
O6 0.57558 -1.79731 1.38814
C4 -0.70570 -2.26449 1.90862
C5 -0.58417 -3.55543 2.68921
C6 2.46133 -1.40518 -0.20134
H11 -1.41755 -2.35925 1.08833
H12 -1.06141 -1.47528 2.56530
H13 -0.28658 -4.38669 2.05205
H14 -1.54658 -3.79574 3.13928
H15 0.16342 -3.45799 3.47565
H16 2.00440 -0.47558 -0.52296
H17 3.05918 -1.83462 -1.00203
H18 3.07420 -1.25160 0.68255
O7 -4.18429 0.95442 2.40350
S2 -3.26034 0.97585 3.49411
O8 -2.68193 -0.24557 3.96768
O9 -3.89633 1.76767 4.70338
C7 -5.19521 1.33612 5.18930
C8 -5.13230 0.05427 5.99164
C9 -1.96368 2.11444 3.15223
H19 -5.88011 1.25163 4.34512
H20 -5.53704 2.16019 5.81043
H21 -4.83815 -0.79187 5.37326
H22 -6.11339 -0.15719 6.41602
H23 -4.40766 0.14345 6.80031
H24 -2.39803 3.05087 2.81489
H25 -1.35565 1.66743 2.36855
H26 -1.37514 2.25317 4.05466

Cartesian forces (eV/Å) of the 2 atoms listed first:
C -0.216 -0.085 -0.238
C -0.355 0.388 0.185

Summary:
HOMO energy ... -12.478 eV
Molar mass ... 511.1 g/mol
Orbital gap ... 0.301 Eh
Charge ... +1

Results of the Löwdin charge analysis, in e, for atoms 1 through 8: -0.048, -0.271, -0.218, -0.365, 0.666, 0.791, -0.816, 0.178

=====

Record 3
DFT (wB97M-V/def2-TZVPD) results for C9H26BrClGaNO2P as an isolated structure.

Atoms and positions in Å:
C1 -0.25250 1.69382 -0.79545
C2 1.03647 1.57937 0.26204
C3 2.21801 0.72594 -0.49793
Br1 3.90168 1.82720 -0.83523
Ga1 2.88904 -0.92626 0.62555
Cl1 4.33551 -0.28453 2.28618
P1 1.06151 -2.22063 1.38279
N1 0.58810 -3.13767 0.09355
H1 0.10809 2.03537 -1.85868
H2 -1.08589 2.43733 -0.38289
H3 -0.76859 0.62745 -0.94080
H4 1.44224 2.64505 0.54389
H5 0.60941 0.97776 1.19728
H6 1.86003 0.29403 -1.55046
H7 3.78772 -1.78700 -0.42792
H8 1.42371 -3.08760 2.51279
H9 -0.08193 -1.39768 1.74889
H10 0.65121 -4.14790 0.38666
C4 0.25822 4.73572 -6.13509
C5 -0.09608 3.54576 -5.25758
C6 -1.21321 3.88763 -4.28472
O1 1.05776 3.13756 -4.52716
H11 0.61029 5.57831 -5.52945
H12 1.07193 4.47873 -6.82180
H13 -0.60511 5.06405 -6.72223
H14 -0.40099 2.70231 -5.88664
H15 -0.91334 4.70014 -3.61343
H16 -1.44913 3.02582 -3.65138
H17 -2.12065 4.19062 -4.81633
H18 1.33572 3.88028 -3.96581
C7 -0.89754 -4.87373 4.84040
C8 -1.47770 -3.50939 4.50345
C9 -2.60240 -3.13490 5.45536
O2 -1.97488 -3.52450 3.16775
H19 -1.66026 -5.65586 4.75532
H20 -0.09745 -5.13543 4.13961
H21 -0.49212 -4.89010 5.85688
H22 -0.68791 -2.75168 4.55052
H23 -3.42561 -3.85535 5.39210
H24 -3.01858 -2.15633 5.19328
H25 -2.24816 -3.09919 6.49030
H26 -2.67664 -4.19451 3.11644

Cartesian forces (eV/Å) of the 2 atoms listed first:
C -0.205 -0.138 0.261
C -0.693 -0.265 -1.396

Summary:
HOMO energy ... -3.998 eV
Molar mass ... 396.4 g/mol
Orbital gap ... 0.246 Eh
Charge ... -1
Energy above the lowest of the compared OMol25 structures with the same formula, charge and spin ... 1.994 eV

Results of the Löwdin charge analysis, in e, for atoms 1 through 8: -0.164, -0.338, -0.793, 0.407, -0.120, -0.113, 0.475, -0.463

=====

Record 4
DFT (wB97M-V/def2-TZVPD) results for C9H26BrCuN4O3 as an isolated structure.

Atoms and positions in Å:
Cu1 -4.82729 -9.86977 16.59671
Br1 -6.76205 -8.00100 16.72735
C1 -5.63261 -10.45836 19.70358
O1 -5.01255 -10.32917 18.73949
N1 -5.56168 -11.38016 20.60967
N2 -6.52376 -9.60402 20.02967
H1 -4.86085 -12.10466 20.67329
H2 -5.92171 -11.17736 21.53127
H3 -6.91732 -9.70860 20.95394
H4 -6.54735 -8.79726 19.42248
C2 -11.54557 -7.82435 13.80458
C3 -10.02841 -7.57804 14.15676
C4 -9.82340 -6.22680 14.77558
O2 -9.45631 -5.17954 13.90187
C5 -9.39720 -3.85052 14.46327
N3 -9.73496 -8.67951 14.96954
H5 -12.02988 -7.10587 13.14327
H6 -12.19772 -7.93858 14.67046
H7 -11.63199 -8.81687 13.36238
H8 -9.48269 -7.76208 13.23133
H9 -8.93648 -6.21921 15.40915
H10 -10.72414 -6.03689 15.35929
H11 -9.11663 -3.07938 13.74583
H12 -8.66240 -3.74526 15.26146
H13 -10.39002 -3.70788 14.88995
H14 -10.37055 -8.65065 15.75395
H15 -8.82507 -8.41017 15.31545
C6 -9.08904 -11.36800 19.20880
C7 -9.90692 -11.30514 17.85910
C8 -11.14823 -10.28249 17.87504
O3 -10.72062 -8.88970 17.79279
C9 -11.89526 -8.06672 17.99639
N4 -8.97824 -10.94357 16.80866
H16 -9.54013 -11.75494 20.12253
H17 -8.72226 -10.37407 19.46508
H18 -8.12233 -11.87156 19.20584
H19 -10.19136 -12.28607 17.47834
H20 -11.64344 -10.42700 18.83524
H21 -11.84155 -10.60943 17.10010
H22 -12.48574 -8.31638 18.87793
H23 -12.41777 -8.18559 17.04720
H24 -11.73453 -7.01518 18.23415
H25 -9.54871 -10.69175 16.01415
H26 -8.61683 -10.06750 17.15793

Cartesian forces (eV/Å) of the 2 atoms listed first:
Cu -0.833 0.680 1.052
Br 0.282 -0.667 -0.191

Summary:
HOMO energy (spin up / spin down) ... -14.917 / -14.709 eV
Molar mass ... 381.8 g/mol
Multiplicity ... 3
Orbital gap (spin up / spin down) ... 0.336 / 0.140 Eh
Charge ... +2
Energy above the lowest of the compared OMol25 structures with the same formula, charge and spin ... 1.052 eV

Results of the Löwdin charge analysis, in e, for atoms 1 through 8: 0.415, 0.028, -0.850, 0.050, 0.203, 0.174, 0.140, 0.125

=====

Record 5
DFT (wB97M-V/def2-TZVPD) results for a 4-piece molecular cluster, C9H26O10S3 overall.

Atoms and positions in Å:
C1 6.41770 6.00304 13.64630
C2 6.42398 5.69789 12.16727
O1 6.95004 4.41274 11.86669
S1 8.16540 4.19415 10.81054
C3 9.60760 4.94058 11.59802
O2 8.23784 2.79054 10.63803
O3 7.86180 4.97721 9.65938
H1 5.64133 5.46140 14.12418
H2 6.16050 7.05018 13.72222
H3 7.41250 5.88628 14.15696
H4 5.36045 5.72872 11.80965
H5 6.99193 6.48014 11.67183
H6 9.85226 4.44231 12.56766
H7 9.21424 5.94776 11.83976
H8 10.49473 5.00819 10.94602
C4 6.56644 6.35570 6.28860
C5 7.82640 5.95402 7.00442
O4 8.88965 5.94241 5.89648
S2 10.34334 5.44906 5.99559
C6 10.24243 3.72312 5.74389
O5 11.10717 6.06928 4.95420
O6 10.75644 5.79522 7.32678
H9 6.34987 5.63718 5.44262
H10 6.72886 7.27759 5.79548
H11 5.78122 6.44564 7.01662
H12 8.20142 6.68225 7.67628
H13 7.88389 4.99301 7.48423
H14 9.70458 3.08756 6.46902
H15 11.27222 3.39006 5.71642
H16 9.90964 3.62552 4.73646
C7 14.56284 5.79998 7.57897
C8 13.64986 5.41796 8.75462
O7 14.11162 6.21762 9.86247
S3 13.48348 5.99393 11.29909
C9 14.86521 6.37797 12.29938
O8 12.48456 6.98471 11.46663
O9 13.15427 4.63938 11.42102
H17 14.82926 6.88109 7.59943
H18 14.11415 5.49637 6.59235
H19 15.47040 5.27191 7.65846
H20 12.59334 5.67820 8.58988
H21 13.74729 4.37213 8.95006
H22 15.59406 5.63870 12.16800
H23 14.46480 6.38938 13.33996
H24 15.30300 7.35915 12.06667
O10 10.12506 7.66441 9.38551
H25 10.77184 7.53299 10.11021
H26 10.46422 7.21454 8.61701

Cartesian forces (eV/Å) of the 2 atoms listed first:
C 1.293 0.309 -0.041
C -0.719 0.730 -0.180

Summary:
HOMO energy ... -10.503 eV
SMILES string ... CCOS(C)(=O)=O.CCOS(C)(=O)=O.CCOS(C)(=O)=O.O
Molar mass ... 390.5 g/mol
Orbital gap ... 0.400 Eh
Charge ... 0

Results of the Löwdin charge analysis, in e, for atoms 1 through 8: -0.073, -0.291, -0.251, 0.593, -0.103, -0.261, -0.287, 0.061

=====

F_max: 0.3 0.9 2.7 9.4 2.7 (eV/A)